# 1
{"formula": "C3H4N4O", "method": "wB97M-V/def2-TZVPD", "elements": ["C", "C", "N", "N", "N", "C", "O", "N", "H", "H", "H", "H"], "xyz": [[0.94233, 0.93268, -1.75572], [0.00612, 0.02358, -1.32483], [-0.32415, -0.56256, -0.16663], [-1.70489, -0.62282, 0.14443], [-1.86482, -0.68744, 1.38774], [-0.50116, -0.43787, 2.07392], [-0.13598, -0.10398, 3.30877], [0.42519, -0.33958, 1.09928], [1.91774, 1.33064, -1.20421], [0.93977, 1.31105, -2.88893], [-0.88030, 0.20146, -2.11399], [1.18015, -1.04517, 1.44017]], "forces_ev_per_a": [[2.1193, 0.1576, -0.2418], [-0.6403, 4.7905, -5.2540], [-0.1561, -1.1400, 3.2903], [2.1588, -0.4118, 1.7631], [1.2932, 0.7786, 0.4667], [0.0331, 2.8174, 5.7599], [-3.0375, -2.6205, -6.2454], [0.5056, -1.8814, -1.8435], [-2.3135, -1.2800, -0.8874], [-0.4281, -1.0377, 2.8342], [1.5836, -1.6917, 2.1657], [-1.1182, 1.5189, -1.8078]], "nbo_charge": [-0.453, -0.069, -0.142, 0.088, -0.204, 0.665, -0.573, -0.457, 0.214, 0.226, 0.256, 0.449], "homo_energy_ha": -0.3446, "homo_lumo_gap_ev": 8.653, "total_energy_ha": -410.797807, "de_lowest_ev": 5.591}

***

# 2
{"formula": "C2H2FNO2", "method": "wB97M-V/def2-TZVPD", "elements": ["C", "C", "N", "O", "O", "F", "H", "H"], "xyz": [[-0.49384, 0.61249, -0.76696], [-0.29874, -0.75609, -0.67097], [1.74110, -0.27762, -1.70115], [-1.03902, 1.28170, -1.61305], [2.50081, 0.23986, -0.98822], [-0.80640, -1.65660, -1.45273], [0.20079, 1.10494, -0.08530], [0.32815, -1.12801, 0.21837]], "forces_ev_per_a": [[0.9499, 1.4179, -0.1624], [1.8431, -1.5125, 2.2988], [1.8278, 1.0900, 1.5502], [-1.1620, 0.1497, -0.8280], [-1.6805, -1.2148, -1.6886], [-0.4790, -0.5063, -0.5651], [-0.0143, 0.2985, 0.8590], [-1.2850, 0.2774, -1.4639]], "nbo_charge": [0.207, 0.242, 0.248, -0.508, -0.176, -0.285, 0.109, 0.164], "homo_energy_ha": [-0.3388, -0.3454], "homo_lumo_gap_ev": [8.455, 8.162], "total_energy_ha": -382.345519, "de_lowest_ev": 5.032}

***

# 3
{"formula": "C8H24IN7O3Si", "method": "wB97M-V/def2-TZVPD", "elements": ["H", "N", "C", "C", "Si", "C", "C", "C", "I", "H", "H", "H", "H", "H", "H", "H", "H", "H", "H", "H", "N", "C", "N", "O", "H", "H", "H", "H", "N", "C", "N", "O", "H", "H", "H", "H", "N", "C", "N", "O", "H", "H", "H", "H"], "xyz": [[-0.94622, -3.98082, 2.18336], [-0.28017, -3.50317, 1.57960], [-0.77844, -3.30291, 0.43085], [-0.04189, -2.59678, -0.66162], [1.82433, -2.88206, -0.69808], [2.78796, -2.41931, 0.83648], [2.72679, -0.96979, 1.35680], [1.60033, -0.70395, 2.36201], [0.01126, 0.51728, 1.63119], [-1.79490, -3.63867, 0.18700], [-0.28487, -1.52974, -0.62440], [-0.41721, -2.94944, -1.63017], [2.34679, -2.15629, -1.87106], [2.00396, -4.33815, -0.92731], [3.83291, -2.64287, 0.58770], [2.51173, -3.11079, 1.63807], [2.68499, -0.25106, 0.53296], [3.66466, -0.75611, 1.88089], [1.94867, -0.14855, 3.22885], [1.12742, -1.62754, 2.68913], [-3.14071, 1.16003, 3.97746], [-4.00215, 2.21027, 3.78599], [-3.52628, 3.20032, 2.96932], [-5.10395, 2.25088, 4.30273], [-2.23634, 1.11355, 3.54553], [-3.44678, 0.41603, 4.57428], [-4.09682, 4.01433, 2.78972], [-2.60218, 3.16302, 2.58107], [-4.39154, 6.85485, -0.30637], [-4.12430, 5.75842, 0.46439], [-3.63594, 4.67088, -0.20458], [-4.32044, 5.75403, 1.66826], [-4.24638, 6.88296, -1.29698], [-4.75323, 7.66411, 0.16184], [-3.51868, 3.82152, 0.31749], [-3.48975, 4.65790, -1.19543], [4.01868, -1.64964, -5.88718], [4.36606, -2.49144, -4.86413], [5.12857, -3.56943, -5.22636], [4.02062, -2.29509, -3.71414], [4.29329, -1.79343, -6.83960], [3.46243, -0.85029, -5.65056], [5.39559, -4.20410, -4.49803], [5.42212, -3.74894, -6.16699]], "forces_ev_per_a": [[-0.0070, -0.0052, -0.0011], [0.0687, 0.0584, -0.0347], [-0.1732, -0.0245, -0.0045], [-0.0352, -0.1238, -0.1108], [-0.1216, -0.0662, -0.0283], [0.1124, 0.1041, 0.1748], [0.0945, 0.0622, 0.0157], [0.1997, -0.1852, 0.1803], [-0.1894, 0.1019, -0.1656], [0.0403, 0.0164, 0.0245], [0.0545, -0.0205, 0.0492], [-0.0195, 0.0599, 0.0584], [-0.0325, 0.0784, 0.0507], [0.0406, 0.0129, 0.0286], [-0.0733, -0.0181, -0.0295], [0.0244, 0.0388, -0.0494], [0.0173, -0.0711, 0.0400], [-0.0653, 0.0042, -0.0370], [0.0276, -0.0542, -0.0527], [-0.0500, 0.0653, -0.0684], [-0.0152, 0.0820, -0.0274], [0.0373, 0.0120, -0.0087], [-0.1197, -0.1630, -0.1304], [-0.0097, -0.0127, -0.0038], [0.0285, -0.0837, 0.0315], [-0.0103, -0.0025, -0.0009], [0.1048, 0.0728, 0.0263], [0.0619, 0.0881, 0.1286], [0.0676, -0.0245, 0.0196], [-0.1440, -0.0056, -0.0866], [0.0996, 0.0329, 0.0271], [0.0179, -0.0025, 0.0348], [-0.0034, -0.0066, -0.0018], [0.0083, 0.0058, 0.0101], [-0.0601, -0.0139, 0.0119], [-0.0429, -0.0095, -0.0134], [0.0139, -0.0340, 0.0112], [0.0171, -0.0120, -0.0350], [-0.0168, 0.0302, -0.0092], [0.0555, 0.0110, -0.0356], [0.0034, -0.0019, 0.0000], [-0.0015, 0.0044, 0.0072], [-0.0027, -0.0024, 0.0071], [-0.0024, 0.0016, -0.0027]], "nbo_charge": [0.342, -0.661, 0.172, -0.933, 1.138, -0.860, -0.430, -0.491, 0.020, 0.151, 0.266, 0.243, -0.147, -0.182, 0.240, 0.245, 0.213, 0.213, 0.222, 0.246, -0.861, 0.772, -0.875, -0.662, 0.389, 0.403, 0.441, 0.376, -0.845, 0.780, -0.849, -0.673, 0.387, 0.411, 0.411, 0.388, -0.852, 0.774, -0.851, -0.659, 0.386, 0.408, 0.409, 0.386], "homo_energy_ha": -0.3421, "homo_lumo_gap_ev": 9.596, "total_energy_ha": -1515.520412}

***

Please write out number 1 again, unchanged.
{"formula": "C3H4N4O", "method": "wB97M-V/def2-TZVPD", "elements": ["C", "C", "N", "N", "N", "C", "O", "N", "H", "H", "H", "H"], "xyz": [[0.94233, 0.93268, -1.75572], [0.00612, 0.02358, -1.32483], [-0.32415, -0.56256, -0.16663], [-1.70489, -0.62282, 0.14443], [-1.86482, -0.68744, 1.38774], [-0.50116, -0.43787, 2.07392], [-0.13598, -0.10398, 3.30877], [0.42519, -0.33958, 1.09928], [1.91774, 1.33064, -1.20421], [0.93977, 1.31105, -2.88893], [-0.88030, 0.20146, -2.11399], [1.18015, -1.04517, 1.44017]], "forces_ev_per_a": [[2.1193, 0.1576, -0.2418], [-0.6403, 4.7905, -5.2540], [-0.1561, -1.1400, 3.2903], [2.1588, -0.4118, 1.7631], [1.2932, 0.7786, 0.4667], [0.0331, 2.8174, 5.7599], [-3.0375, -2.6205, -6.2454], [0.5056, -1.8814, -1.8435], [-2.3135, -1.2800, -0.8874], [-0.4281, -1.0377, 2.8342], [1.5836, -1.6917, 2.1657], [-1.1182, 1.5189, -1.8078]], "nbo_charge": [-0.453, -0.069, -0.142, 0.088, -0.204, 0.665, -0.573, -0.457, 0.214, 0.226, 0.256, 0.449], "homo_energy_ha": -0.3446, "homo_lumo_gap_ev": 8.653, "total_energy_ha": -410.797807, "de_lowest_ev": 5.591}